{"formula": "C12H19N2", "method": "ωB97M-V with the def2-TZVPD basis set", "symbols": ["C", "N", "C", "C", "C", "C", "C", "C", "C", "C", "C", "N", "C", "C", "H", "H", "H", "H", "H", "H", "H", "H", "H", "H", "H", "H", "H", "H", "H", "H", "H", "H", "H"], "positions_angstrom": [[-0.74814, 2.94827, 0.97580], [-1.28031, 1.92035, 0.06011], [-2.39278, 2.15720, -0.86551], [-2.43332, 1.08753, -1.66283], [-1.50888, 0.11955, -1.20241], [-0.80604, 0.63710, -0.17838], [0.34666, -0.09068, 0.48540], [0.02265, -0.09443, 2.04520], [1.78228, 0.40959, 0.29603], [2.60681, -0.70340, -0.27764], [1.52209, -1.45094, -1.06518], [0.40345, -1.50969, -0.09001], [-0.83736, -2.10181, -0.55466], [-1.48786, -1.31584, -1.70214], [-1.55361, 3.54481, 1.30219], [-0.35678, 2.49290, 1.82818], [-0.02462, 3.63009, 0.41539], [-2.95181, 3.15132, -0.86490], [-3.28571, 0.91547, -2.31074], [-0.37683, 0.88815, 2.20164], [0.91405, -0.36923, 2.56949], [-0.92345, -0.78788, 2.22639], [2.36775, 0.77122, 1.17709], [1.75528, 1.27092, -0.31848], [3.47837, -0.44493, -0.74263], [3.04661, -1.35503, 0.50969], [1.03739, -0.92107, -1.97236], [1.75180, -2.47105, -1.39591], [0.84404, -2.06313, 0.66598], [-1.39336, -2.15592, 0.32828], [-0.48889, -3.04530, -0.93175], [-2.56129, -1.68322, -1.71440], [-0.91744, -1.58713, -2.52743]], "e_homo_ev": -11.801, "total_charge": 1, "lumo_energy_ev": -2.6, "smiles": "Cn1ccc2c1[C@]1(C)CCC[N@@H+]1CC2", "orbital_gap_ha": 0.33771, "multiplicity": 1}